(1)
A cluster of 7 separate species, C37H69F8NO16S in total. Source: the OMol25 dataset; level of theory: ωB97M-V/def2-TZVPD.

Results
Structure (SMILES): CCCN[C@H](OC[C@@H](OC)[C@H](F)CC)S(=O)(=O)C(F)(F)C(F)(F)C(F)(F)F.CCOC(C)=O.CCOC(C)=O.CCOC(C)=O.CCOC(C)=O.CCOC(C)=O.CCOC(C)=O

Cartesian coordinates (Å):
C  3.83524  1.65838  4.40658
C  4.44976  0.24370  4.22449
C  3.32684  -0.72617  3.77977
N  3.55527  -1.52128  2.57970
C  3.74016  -0.72531  1.39006
O  2.79387  -1.06699  0.42202
C  1.49667  -1.06580  0.99869
C  0.41714  -0.82930  -0.03468
O  -0.77338  -1.30375  0.56407
C  -1.85331  -1.36357  -0.37192
C  0.24612  0.62289  -0.48045
F  1.46105  1.24123  -0.76876
C  -0.53147  1.51313  0.48325
C  0.28647  2.07221  1.67298
S  5.40480  -1.11003  0.74571
O  5.27846  -2.32228  -0.01301
O  6.39591  -1.22312  1.77715
C  6.02264  0.17030  -0.47057
F  5.47660  -0.06839  -1.67378
F  7.34162  -0.08221  -0.58413
C  5.86342  1.66296  -0.02631
F  7.07682  2.25424  -0.07474
F  5.43531  1.76901  1.24734
C  4.92894  2.51923  -0.93918
F  5.59015  2.90898  -2.03642
F  3.78753  1.90519  -1.23105
F  4.62170  3.64039  -0.24593
H  4.62200  2.34365  4.71701
H  3.49604  1.98967  3.42585
H  3.01222  1.61696  5.11241
H  5.23544  0.35405  3.48239
H  4.86002  -0.05096  5.18752
H  2.38951  -0.17703  3.71939
H  3.19335  -1.44243  4.59026
H  4.28445  -2.20976  2.70815
H  3.58160  0.32908  1.63680
H  1.38146  -0.31007  1.77807
H  1.26968  -2.01842  1.47081
H  0.62544  -1.50664  -0.87428
H  -2.50593  -2.20212  -0.11200
H  -1.47685  -1.46416  -1.40252
H  -2.47029  -0.45959  -0.36288
H  -0.31758  0.59615  -1.41501
H  -1.43979  1.03734  0.83647
H  -0.87472  2.35816  -0.10524
H  0.05878  1.51610  2.58719
H  1.36354  1.95957  1.54384
H  0.11998  3.12599  1.84715
O  -1.50616  4.38051  0.63156
C  -1.44362  5.37673  -0.03695
O  -2.47775  5.69215  -0.83501
C  -2.57029  6.92407  -1.55413
C  -1.80868  6.87075  -2.86239
C  -0.19512  6.22707  -0.05527
H  -2.26138  7.76119  -0.92581
H  -3.63151  7.06033  -1.75463
H  -0.74215  6.71333  -2.70174
H  -1.93910  7.79952  -3.41835
H  -2.16764  6.04158  -3.47176
H  0.53275  5.76292  -0.71947
H  0.21626  6.25352  0.95175
H  -0.35926  7.25692  -0.36365
O  0.99847  4.07522  3.28800
C  0.41486  4.95170  3.86156
O  1.05695  5.63198  4.83606
C  0.51465  6.78640  5.47620
C  -0.42764  6.41556  6.60313
C  -1.03545  5.25455  3.57187
H  0.04818  7.44992  4.74552
H  1.37285  7.32158  5.87976
H  -1.29063  5.85853  6.23850
H  -0.78602  7.31070  7.11281
H  0.08396  5.77954  7.32535
H  -1.66059  4.53233  4.09522
H  -1.18389  5.14803  2.49616
H  -1.34418  6.26202  3.84597
O  -1.76722  -0.93980  -3.14808
C  -1.28778  -1.23788  -4.21226
O  -2.09704  -1.55994  -5.22790
C  -1.62429  -1.78225  -6.56333
C  -1.10407  -3.19523  -6.73748
C  0.20968  -1.33349  -4.38390
H  -0.88798  -1.02546  -6.84108
H  -2.48855  -1.62216  -7.20618
H  -0.25481  -3.38823  -6.09120
H  -0.79660  -3.36470  -7.76963
H  -1.87380  -3.91239  -6.47862
H  0.54624  -2.29125  -3.98820
H  0.67069  -0.53181  -3.80971
H  0.54885  -1.23085  -5.41132
O  -0.19337  -0.05902  4.47430
C  -1.36662  -0.08703  4.71540
O  -1.79076  0.27220  5.94576
C  -3.16989  0.42101  6.28146
C  -3.80964  -0.90469  6.63955
C  -2.35852  -0.58933  3.69320
H  -3.70679  0.93945  5.48524
H  -3.18564  1.07967  7.14888
H  -3.79291  -1.59836  5.79921
H  -4.84640  -0.75926  6.94504
H  -3.26392  -1.37586  7.45720
H  -2.35609  -1.67830  3.70616
H  -2.03435  -0.25197  2.71071
H  -3.37499  -0.23077  3.84031
O  -4.02390  -3.14301  0.47835
C  -4.59658  -3.75366  -0.38251
O  -5.72971  -3.24553  -0.89530
C  -6.39742  -3.80139  -2.02978
C  -7.30101  -4.95438  -1.64276
C  -4.10468  -5.10467  -0.84390
H  -5.67848  -4.07574  -2.80311
H  -6.99626  -2.98874  -2.43678
H  -6.73693  -5.78103  -1.21055
H  -7.84093  -5.32551  -2.51425
H  -8.02261  -4.63080  -0.89258
H  -4.43426  -5.85964  -0.13141
H  -3.01727  -5.08081  -0.85847
H  -4.43374  -5.38408  -1.84176
O  -0.58060  -5.76270  -5.97880
C  0.55866  -6.13456  -5.90757
O  1.45533  -5.63703  -6.77803
C  2.86282  -5.88410  -6.68783
C  3.24434  -7.20396  -7.32479
C  0.98489  -7.19374  -4.91833
H  3.20154  -5.80634  -5.65384
H  3.33301  -5.06669  -7.23142
H  2.77375  -8.04678  -6.81854
H  4.32482  -7.34417  -7.29335
H  2.91574  -7.22876  -8.36376
H  0.72346  -8.17178  -5.31965
H  0.43831  -7.03248  -3.99239
H  2.04378  -7.17800  -4.67288

Forces on atoms 1 to 3 (eV/Å):
C 0.84 -0.77 -0.46
C -1.02 1.12 0.02
C 0.79 -0.35 0.94



(2)
A structure of composition C37H70BBr11IN4O2S. Source: the OMol25 dataset; level of theory: ωB97M-V/def2-TZVPD.

Results
Total charge: +1

Cartesian coordinates (Å):
C  1.01768  -1.29301  1.15277
C  1.10411  -0.78669  0.06016
C  1.06714  -0.21725  -1.31498
N  -0.01654  -0.96899  -2.01578
C  0.26747  -1.27114  -3.15093
S  0.43803  -1.21264  -4.69953
O  2.25624  -0.45661  -2.02229
C  3.42142  0.15123  -1.41780
C  4.47905  0.20697  -2.54758
C  5.26149  -1.13181  -2.65225
C  4.89508  -1.94031  -3.92216
C  5.48435  -1.28214  -5.18213
N  6.96466  -1.24988  -5.14325
C  3.15557  1.54299  -0.79935
C  3.30420  1.69022  0.73733
I  4.65322  3.33383  1.28651
C  3.95675  0.45269  1.43952
C  5.48436  0.28243  1.18249
N  1.89772  2.16964  -1.37638
Br  2.13221  2.47816  -3.27960
B  1.64739  3.62570  -0.85583
N  0.63133  3.92490  0.14098
O  2.41705  4.60265  -1.41691
C  0.67986  1.30349  -1.22725
C  -0.51921  1.65918  -2.10458
C  -1.79748  1.33337  -1.27245
C  -3.09314  1.59609  -2.03885
C  -3.31931  0.53366  -3.16412
C  -4.38212  -0.51885  -2.78255
C  -3.86147  -1.76088  -2.02946
C  -2.83845  -2.63138  -2.81211
C  -1.97555  -3.39954  -1.78574
C  -0.82206  -4.20635  -2.41935
C  0.37761  -4.29521  -1.45767
C  1.32023  -5.51016  -1.75112
C  2.78571  -5.03829  -1.61578
C  3.76537  -6.15763  -1.14668
H  1.10353  -1.75166  2.10867
H  3.81043  -0.61652  -0.74838
H  5.23068  0.97324  -2.33322
H  3.99939  0.39530  -3.50883
H  5.09853  -1.78111  -1.78259
H  6.33654  -0.92812  -2.68596
H  5.25740  -2.97063  -3.82120
H  3.79947  -2.00242  -3.97744
H  5.06280  -0.27419  -5.27068
H  5.17018  -1.88180  -6.04327
H  7.28002  -1.79230  -5.94049
H  7.28904  -1.79776  -4.35124
H  3.93551  2.18768  -1.21396
H  2.36336  1.83064  1.28024
H  3.49024  -0.49004  1.15439
H  3.75639  0.59015  2.50280
H  5.78842  0.70155  0.22186
H  5.69792  -0.79358  1.16868
H  6.05242  0.67966  2.02216
H  0.05069  4.65723  -0.27252
H  1.13273  4.40828  0.89952
H  1.84316  5.32967  -1.69080
H  0.34200  1.44012  -0.19420
H  -0.52549  1.13128  -3.06070
H  -0.61583  2.72389  -2.35345
H  -1.75905  2.04870  -0.43326
H  -1.75539  0.34141  -0.81443
H  -3.19656  2.62851  -2.38509
H  -3.91316  1.44234  -1.32440
H  -2.35368  0.10948  -3.45466
H  -3.72046  1.07917  -4.02724
H  -5.13958  -0.05015  -2.14203
H  -4.89779  -0.85993  -3.68710
H  -4.73682  -2.40191  -1.85391
H  -3.45717  -1.53897  -1.03398
H  -3.40414  -3.34369  -3.42130
H  -2.23191  -1.99130  -3.46155
H  -2.65197  -4.09701  -1.26932
H  -1.63324  -2.71116  -1.00572
H  -1.16129  -5.22378  -2.64491
H  -0.55040  -3.76172  -3.38669
H  0.01007  -4.32779  -0.42458
H  1.01290  -3.40369  -1.51685
H  1.07683  -6.25684  -0.98858
H  1.10287  -5.91115  -2.74377
H  2.81579  -4.26196  -0.83868
H  3.12019  -4.57083  -2.54945
H  4.53316  -5.67517  -0.53479
H  4.25090  -6.59683  -2.02044
H  3.20590  -6.88133  -0.55443
Br  1.74168  5.32147  2.91990
C  0.41649  4.23401  3.86170
C  1.04451  3.35026  4.90151
Br  1.90700  1.79906  4.10717
H  -0.12911  3.68278  3.10035
H  -0.25247  4.94973  4.33064
H  0.28061  2.94047  5.55963
H  1.79742  3.85855  5.49605
Br  -2.74789  6.57168  2.84071
C  -4.07899  5.62813  3.91025
C  -3.81582  5.79468  5.38224
Br  -2.34079  4.66343  5.95616
H  -4.06085  4.59171  3.58650
H  -5.03277  6.07376  3.63818
H  -4.67287  5.46653  5.96732
H  -3.56155  6.81274  5.66055
Br  -2.93301  -7.54334  -1.05542
C  -3.13927  -8.54832  -2.71153
C  -1.86532  -9.25595  -3.08825
Br  -0.56784  -8.01536  -3.83809
H  -3.47238  -7.84414  -3.46743
H  -3.93160  -9.26724  -2.51307
H  -2.05145  -9.98675  -3.87268
H  -1.38460  -9.74608  -2.24753
Br  -4.59974  6.29276  9.26700
C  -3.25446  6.21533  10.67456
C  -1.96507  5.62457  10.17152
Br  -2.08496  3.69003  10.00053
H  -3.68847  5.65256  11.49486
H  -3.10646  7.24812  10.98341
H  -1.16121  5.79804  10.88422
H  -1.67323  6.00967  9.19885
Br  -7.57884  4.34713  2.98399
C  -7.47070  2.66042  2.01803
C  -6.57923  1.67589  2.72565
Br  -4.69499  2.09626  2.45868
H  -7.13334  2.89342  1.01292
H  -8.49265  2.28896  1.97920
H  -6.70821  0.67772  2.31205
H  -6.74578  1.64480  3.79776

Forces on atoms 1 to 3 (eV/Å):
C 0.46 0.50 -1.02
C -0.14 -0.41 0.63
C -0.68 -1.04 0.56



(3)
A cluster of 4 separate species, C37H70BCl2F3N3O12 in total. Source: the OMol25 dataset; level of theory: ωB97M-V/def2-TZVPD.

Results
Total charge: +1

Cartesian coordinates (Å):
C  -1.51843  5.18586  5.22484
C  -0.30717  4.39493  4.72881
C  0.92414  5.28292  4.49034
C  2.27834  4.60540  4.78465
C  3.30568  4.72720  3.64782
C  4.37010  3.61884  3.65622
C  4.93587  3.18329  2.29559
C  3.94870  3.00367  1.13501
C  3.31438  1.61643  1.05101
N  2.84751  1.33702  -0.33213
O  3.85897  0.91214  -1.19945
C  1.72361  0.55940  -0.25780
N  0.96094  0.33331  -1.27963
C  -0.25961  -0.48641  -1.28591
C  -1.28262  0.06369  -2.27082
C  -2.68813  -0.46958  -1.93859
C  -3.56098  -0.76916  -3.17314
C  -4.68507  0.24509  -3.38227
C  -5.80508  0.11361  -2.36319
O  -6.31433  -1.22661  -2.36054
C  -7.65643  -1.33956  -2.65290
C  -8.46977  -1.87727  -1.52002
O  -8.06717  -1.04539  -3.72249
N  1.40294  0.17654  1.03826
C  1.88463  -1.17486  1.41075
Cl  2.22179  -2.17032  -0.03817
C  0.91124  -1.96388  2.34406
C  1.50410  -2.27193  3.71724
Cl  -0.65875  -1.13447  2.54477
C  2.02117  1.30897  1.83699
C  1.02668  2.48619  1.94302
C  0.66787  3.36412  0.72872
O  0.85585  4.72352  1.07152
C  -0.80188  3.19394  0.32082
F  -1.20408  1.90555  0.44301
F  -0.96698  3.51514  -0.98068
F  -1.62747  3.94236  1.04137
B  2.34996  0.86983  3.36209
O  3.56921  0.31168  3.58974
O  1.48282  1.06931  4.39513
H  -2.44403  4.62558  5.08214
H  -1.43297  5.40848  6.28965
H  -1.61867  6.12737  4.68148
H  -0.06983  3.60204  5.44438
H  -0.59008  3.89223  3.79698
H  0.81914  6.17293  5.11616
H  0.90594  5.64090  3.45651
H  2.11707  3.54757  5.01804
H  2.70189  5.05730  5.68447
H  2.76686  4.77830  2.69902
H  3.81417  5.68957  3.75312
H  5.21742  3.99014  4.23853
H  4.00994  2.75543  4.22273
H  5.70248  3.89661  1.98745
H  5.46131  2.23177  2.42507
H  3.19966  3.79624  1.12227
H  4.50825  3.11205  0.20146
H  4.10329  0.88688  1.26795
H  3.66020  1.28054  -2.07222
H  1.25993  0.71049  -2.17171
H  -0.64168  -0.50189  -0.26577
H  0.02177  -1.50590  -1.55227
H  -1.26990  1.15334  -2.20558
H  -1.00712  -0.23265  -3.28600
H  -3.19190  0.27065  -1.31054
H  -2.59750  -1.36827  -1.32181
H  -2.92939  -0.77987  -4.06402
H  -4.01564  -1.75339  -3.06079
H  -5.12052  0.12554  -4.37582
H  -4.28829  1.26571  -3.31940
H  -6.60234  0.81903  -2.60658
H  -5.46154  0.33686  -1.34835
H  -8.23664  -2.93617  -1.38650
H  -9.52559  -1.79113  -1.75157
H  -8.22775  -1.36773  -0.58876
H  2.85501  -1.11729  1.90013
H  0.68923  -2.90505  1.84986
H  2.56367  -2.51870  3.62710
H  1.38364  -1.44377  4.41163
H  0.98837  -3.12829  4.14811
H  0.11526  2.07537  2.37844
H  1.43182  3.17996  2.68302
H  1.25527  3.14008  -0.16139
H  1.30316  5.19058  0.35808
H  3.73495  0.16777  4.53238
H  0.55474  0.89725  4.18579
O  -11.21732  -2.63413  -0.18909
C  -11.52536  -3.18580  0.83253
O  -10.61549  -3.23357  1.83007
C  -10.92383  -3.74166  3.13539
C  -10.79012  -5.24728  3.21176
C  -12.86082  -3.87017  0.99748
H  -11.90900  -3.40094  3.45429
H  -10.19447  -3.26201  3.78600
H  -11.50321  -5.74905  2.55790
H  -10.96691  -5.58687  4.23260
H  -9.78679  -5.55058  2.91330
H  -12.78171  -4.87083  0.57197
H  -13.59302  -3.31227  0.42049
H  -13.20592  -3.95490  2.02336
O  10.28820  -0.42791  -2.01149
C  9.21167  -0.16343  -2.46462
O  8.11839  -0.41433  -1.70235
C  6.80264  -0.00177  -2.07158
C  6.09784  -0.97194  -2.99380
C  9.03688  0.37483  -3.86552
H  6.82224  1.00900  -2.48621
H  6.26532  0.05322  -1.12595
H  6.60442  -1.06100  -3.95476
H  5.07709  -0.64529  -3.19164
H  6.05456  -1.96492  -2.54605
H  9.02898  -0.47088  -4.55346
H  9.90182  0.99137  -4.09387
H  8.13324  0.95673  -4.02188
O  3.92731  -1.73399  -5.33449
C  3.93491  -2.90023  -5.63407
O  3.94923  -3.80792  -4.63811
C  3.84558  -5.22265  -4.87285
C  5.18480  -5.84792  -5.19486
C  3.99885  -3.35357  -7.07140
H  3.10035  -5.42641  -5.64160
H  3.45606  -5.61832  -3.93651
H  5.60045  -5.45605  -6.12309
H  5.07634  -6.92737  -5.30005
H  5.89625  -5.64716  -4.39419
H  5.04423  -3.34648  -7.38092
H  3.46067  -2.62822  -7.67521
H  3.59010  -4.34230  -7.25445

Forces on atoms 1 to 3 (eV/Å):
C -0.04 -0.13 -0.04
C -0.16 0.03 -0.08
C 0.00 0.07 0.12



no.,energy (eV),highest occupied orbital energy (eV),HOMO-LUMO gap (eV)
1,-106310.3131,-8.8,9.2
2,-839632.2371,-11.2,7.2
3,-102414.7574,-11.5,8.3